# 1
{"formula": "C2H9N2O", "method": "wB97M-V/def2-TZVPD", "symbols": ["C", "O", "H", "H", "H", "N", "C", "N", "H", "H", "H", "H", "H", "H"], "xyz": [[2.046, -0.471, -1.410], [0.907, 0.293, -1.224], [2.012, -1.579, -1.063], [3.094, -0.194, -0.992], [2.187, -0.646, -2.506], [-1.354, 1.095, 0.106], [-1.545, -0.139, 1.004], [-0.338, -0.682, 1.516], [-0.896, 0.627, -0.625], [-0.844, 1.653, 0.812], [-1.981, -1.006, 0.470], [-2.419, 0.209, 1.760], [0.064, 0.014, 2.253], [0.373, -0.653, 0.765]], "lowdin_charge": [-0.468, -0.441, 0.031, 0.036, 0.019, -0.026, -0.428, -0.056, -0.037, 0.047, 0.083, 0.113, 0.087, 0.041], "charge": -1, "e_above_lowest_kj_mol": 149.0, "max_force_ev_per_a": 4.80}

***

# 2
{"formula": "C7H18F2O5SZn", "method": "wB97M-V/def2-TZVPD", "symbols": ["Zn", "C", "C", "O", "H", "H", "H", "H", "H", "C", "C", "O", "H", "H", "H", "H", "H", "F", "F", "O", "S", "O", "O", "C", "C", "C", "H", "H", "H", "H", "H", "H", "H", "H"], "xyz": [[1.168, -1.486, 1.390], [-2.496, 1.641, 1.893], [-2.763, 0.258, 2.494], [-1.736, -0.649, 2.413], [-1.585, 2.119, 2.250], [-3.334, 2.335, 1.955], [-2.252, 1.672, 0.831], [-3.731, -0.111, 2.153], [-2.928, 0.498, 3.544], [3.782, 1.946, 4.370], [4.162, 1.621, 2.933], [3.605, 0.394, 2.552], [4.356, 2.823, 4.670], [4.070, 1.290, 5.191], [2.748, 2.253, 4.525], [5.245, 1.705, 2.848], [3.825, 2.417, 2.269], [1.461, -3.688, 3.211], [1.881, -3.719, -0.452], [-0.460, 1.943, -2.687], [-0.304, 0.456, -2.706], [0.212, -0.183, -1.488], [-1.593, -0.314, -3.226], [-1.766, -1.753, -3.052], [-3.099, -2.133, -3.641], [0.845, 0.004, -4.089], [-1.629, -2.160, -2.050], [-0.871, -2.186, -3.500], [-2.961, -2.286, -4.711], [-3.873, -1.367, -3.599], [-3.379, -3.118, -3.267], [0.667, 0.459, -5.063], [0.936, -1.073, -4.230], [1.799, 0.392, -3.731]], "lowdin_charge": [1.140, -0.143, -0.547, -0.352, 0.058, 0.042, 0.043, 0.067, 0.068, -0.151, -0.526, -0.384, 0.032, 0.054, 0.055, 0.065, 0.070, -0.751, -0.797, -0.317, 0.656, -0.332, -0.285, -0.237, -0.067, -0.114, 0.130, 0.110, 0.067, 0.083, 0.082, 0.058, 0.058, 0.062], "charge": -2, "e_above_lowest_kj_mol": 599.2, "max_force_ev_per_a": 4.01}

***

# 3
{"formula": "C3HCuFO2", "method": "wB97M-V/def2-TZVPD", "symbols": ["H", "C", "C", "F", "O", "C", "O", "Cu"], "xyz": [[0.255, 2.849, 0.896], [-0.658, 2.045, 1.254], [-0.066, 2.187, 2.334], [0.043, 2.112, 3.604], [0.741, -2.571, -3.245], [0.496, -2.034, -2.256], [0.264, -1.463, -1.269], [-0.172, -0.279, 0.453]], "lowdin_charge": [0.182, 0.042, -0.198, 0.207, 0.300, -0.328, 0.156, 0.639], "charge": 1, "energy_ha": -2005.3210, "max_force_ev_per_a": 4.19}

***

# 4
{"formula": "CO3S3", "method": "wB97M-V/def2-TZVPD", "symbols": ["C", "O", "O", "O", "S", "S", "S"], "xyz": [[1.896, 0.239, -0.265], [-1.269, 1.501, -0.424], [-0.588, -0.585, 0.616], [1.192, 0.399, -1.217], [2.700, 0.200, 1.024], [-2.039, -0.779, -1.938], [-0.977, 0.088, -0.589]], "lowdin_charge": [-0.871, -0.349, -0.368, -0.054, 0.882, 0.544, 0.217], "charge": 0, "spin_multiplicity": 3, "s_squared": 2.010, "e_above_lowest_kj_mol": 0.0, "max_force_ev_per_a": 4.14}

***

# 5
{"formula": "H14O6S2", "method": "wB97M-V/def2-TZVPD", "symbols": ["S", "S", "H", "H", "H", "H", "O", "H", "H", "O", "H", "H", "O", "H", "H", "O", "H", "H", "O", "H", "H", "O"], "xyz": [[-2.187, 1.214, 0.276], [-4.125, 1.396, 0.876], [-2.201, 2.259, -0.590], [-4.102, 2.347, 1.850], [0.697, -3.045, -0.198], [1.675, -2.124, -0.836], [1.526, -2.550, 0.001], [0.576, -1.370, 1.066], [0.070, -0.101, 1.997], [-0.140, -0.720, 1.301], [3.202, 1.576, -1.305], [2.074, 1.239, -0.376], [2.346, 1.156, -1.294], [0.483, 3.390, 0.913], [1.136, 2.817, 2.214], [1.281, 2.993, 1.274], [1.480, -0.159, -2.219], [0.282, -1.006, -2.901], [1.175, -1.011, -2.521], [-1.451, -2.178, 0.638], [-2.310, -3.090, -0.305], [-1.488, -3.031, 0.139]], "lowdin_charge": [0.571, 0.607, -0.092, -0.086, 0.048, 0.005, -0.052, 0.037, 0.027, -0.130, 0.063, 0.028, -0.033, 0.027, 0.051, -0.045, -0.023, 0.054, -0.052, 0.020, 0.018, -0.043], "charge": 1, "spin_multiplicity": 2, "s_squared": 0.756, "e_above_lowest_kj_mol": 111.2, "max_force_ev_per_a": 2.14}

***

# 6
{"formula": "C11H10NO2", "method": "wB97M-V/def2-TZVPD", "symbols": ["C", "C", "C", "C", "C", "C", "C", "C", "C", "C", "C", "N", "O", "O", "H", "H", "H", "H", "H", "H", "H", "H", "H", "H"], "xyz": [[3.473, 0.956, -0.147], [3.554, -0.416, -0.161], [2.283, 1.586, 0.072], [2.407, -1.188, -0.052], [1.117, 0.799, 0.168], [1.218, -0.607, 0.185], [-0.250, 1.155, 0.281], [-0.106, -1.396, 0.390], [-2.568, 1.232, 0.553], [-2.372, -0.349, 0.484], [-2.596, -0.822, -0.928], [-1.063, -0.552, 0.876], [-0.248, -2.571, 0.202], [-1.295, 1.770, 0.103], [4.403, 1.381, -0.350], [4.475, -0.925, -0.431], [2.338, 2.619, -0.076], [2.524, -2.223, -0.153], [-3.461, 1.670, 0.028], [-2.838, 1.470, 1.653], [-3.195, -0.778, 1.139], [-3.449, -0.378, -1.373], [-2.797, -1.837, -0.983], [-1.554, -0.596, -1.479]], "lowdin_charge": [-0.026, 0.023, 0.052, 0.028, -0.083, -0.039, 0.118, -0.425, -0.005, -0.357, -0.020, 0.130, 0.158, 0.141, 0.113, 0.138, 0.121, 0.126, 0.159, 0.170, 0.187, 0.076, 0.064, 0.152], "charge": 1, "e_above_lowest_kj_mol": 487.0, "max_force_ev_per_a": 6.31}

***

# 7
{"formula": "C5H13NS", "method": "wB97M-V/def2-TZVPD", "symbols": ["C", "N", "C", "C", "S", "C", "C", "H", "H", "H", "H", "H", "H", "H", "H", "H", "H", "H", "H", "H"], "xyz": [[-0.129, 1.271, 0.056], [0.206, -0.191, -0.112], [-0.400, -0.821, -1.206], [-0.362, -2.438, -1.259], [-0.739, -3.121, -2.855], [-0.274, 1.929, 1.385], [1.048, 1.776, 2.122], [0.726, 1.690, -0.463], [-0.981, 1.530, -0.650], [-0.142, -0.732, 0.624], [0.091, -0.405, -2.083], [-1.552, -0.532, -1.291], [0.753, -2.708, -1.065], [-1.113, -2.933, -0.479], [0.207, -4.123, -2.732], [-1.174, 1.503, 2.040], [-0.385, 3.084, 1.123], [1.315, 0.757, 2.504], [1.844, 1.908, 1.382], [1.061, 2.556, 2.958]], "lowdin_charge": [-0.274, -0.090, -0.362, -0.615, 0.650, -0.282, -0.152, 0.102, 0.119, 0.077, 0.098, 0.136, 0.089, 0.098, -0.118, 0.144, 0.147, 0.079, 0.065, 0.089], "charge": 0, "e_above_lowest_kj_mol": 192.0, "max_force_ev_per_a": 4.02}

***

# 8
{"formula": "C5H28N2O9", "method": "wB97M-V/def2-TZVPD", "symbols": ["C", "N", "C", "C", "C", "O", "C", "N", "H", "H", "H", "H", "H", "H", "H", "H", "H", "H", "H", "H", "H", "H", "O", "H", "H", "O", "H", "H", "O", "H", "H", "O", "H", "H", "O", "H", "H", "O", "H", "H", "O", "H", "H", "O"], "xyz": [[0.519, 1.735, -1.672], [0.210, 1.870, -0.263], [0.605, 0.989, 0.818], [-0.273, -0.283, 0.869], [-0.620, -0.518, 2.338], [-1.787, -0.338, 2.647], [2.164, 0.649, 0.657], [2.723, -0.236, 1.681], [-0.103, 0.904, -2.149], [0.199, 2.647, -2.194], [1.538, 1.504, -1.953], [-0.765, 2.255, -0.197], [0.433, 1.508, 1.822], [-1.223, -0.183, 0.356], [0.294, -1.194, 0.579], [0.078, -0.880, 3.102], [2.271, 0.102, -0.295], [2.673, 1.612, 0.704], [2.185, -1.097, 1.606], [2.454, -0.071, 2.651], [-2.626, 4.025, 0.200], [-2.499, 2.602, 1.000], [-2.088, 3.255, 0.389], [-1.145, -3.358, 2.658], [-0.122, -3.561, 1.413], [-0.209, -3.258, 2.384], [4.057, 1.695, -1.253], [2.870, 2.244, -1.984], [3.725, 2.539, -1.607], [1.330, -1.342, -1.628], [2.496, -2.306, -1.642], [1.597, -2.203, -1.978], [-3.823, 0.981, 1.430], [-2.759, 0.967, 2.560], [-3.410, 1.562, 2.080], [-3.015, 1.760, -0.552], [-3.483, 0.851, -1.668], [-2.842, 1.599, -1.515], [-0.081, -3.027, -3.435], [-0.955, -1.676, -3.675], [-0.859, -2.510, -3.220], [0.663, -4.436, -0.036], [-0.203, -3.358, -0.863], [-0.197, -4.023, -0.163]], "lowdin_charge": [-0.004, 0.170, -0.245, -0.068, -0.204, 0.033, -0.209, 0.040, 0.145, 0.132, 0.056, 0.101, 0.188, 0.125, 0.110, 0.135, 0.097, 0.119, 0.058, 0.087, 0.089, 0.009, -0.072, 0.065, 0.007, -0.105, 0.045, -0.006, -0.050, 0.008, 0.066, -0.045, 0.056, 0.036, -0.057, 0.006, 0.082, -0.087, 0.034, 0.031, -0.049, 0.076, 0.026, -0.029], "charge": 1, "spin_multiplicity": 2, "s_squared": 0.755, "e_above_lowest_kj_mol": 260.5, "max_force_ev_per_a": 2.54}